No. 1
DFT (ωB97M-V/def2-TZVPD) results for C21H35CsN5O2S2Si as an isolated structure in a non-equilibrium geometry.

Element x y z (Å)
Cs: 1.0007 -0.0421 0.1068
C: -0.1751 -6.9462 0.9913
C: 0.9570 -5.9232 1.0965
N: 1.2338 -5.2891 -0.1787
C: 0.8292 -3.9578 -0.4237
S: 1.9039 -3.1555 -1.5365
N: -0.2662 -3.6209 0.1769
N: -0.7814 -2.3475 0.2104
C: -2.0138 -2.2665 0.7076
C: -2.8178 -3.5070 1.0525
C: -2.6054 -0.9982 0.9687
C: -3.8808 -0.8808 1.6065
C: -4.4250 0.3541 1.8428
C: -3.7201 1.5153 1.4540
C: -2.4646 1.3198 0.8857
N: -1.9093 0.1494 0.6431
H: -0.3952 -7.4044 1.9618
H: 0.0940 -7.7283 0.2783
H: -1.0703 -6.4441 0.6263
H: 1.8677 -6.4155 1.4562
H: 0.6709 -5.1520 1.8149
H: 2.1390 -5.4599 -0.5783
H: -2.2224 -4.3805 0.8060
H: -3.7544 -3.5410 0.4880
H: -3.0586 -3.5350 2.1204
H: -4.4137 -1.7676 1.9239
H: -5.3892 0.4387 2.3357
H: -4.1175 2.5091 1.6167
H: -1.8543 2.1867 0.6253
C: 0.0607 -2.1573 -4.1547
S: -0.3304 -1.7515 -2.4035
C: -2.0494 -1.2152 -2.8271
O: 0.3538 -0.4633 -2.1746
H: -0.6191 -2.9434 -4.4882
H: 1.0863 -2.5138 -4.1774
H: -0.0483 -1.2504 -4.7494
H: -2.6328 -2.1033 -3.0790
H: -2.0511 -0.4931 -3.6444
H: -2.4361 -0.7569 -1.9160
O: 1.4367 0.7502 2.4033
N: 0.3389 0.9138 3.0401
C: -0.3406 -0.1477 3.5428
C: -1.5117 0.0138 4.2385
C: -2.0393 1.2808 4.4484
C: -1.3312 2.3581 3.9278
C: -0.1624 2.1582 3.2386
H: 0.1094 -1.1092 3.3448
H: -2.0250 -0.8635 4.6063
H: -2.9835 1.4147 4.9542
H: -1.7056 3.3646 4.0523
H: 0.4312 2.9519 2.8102
C: 2.4608 6.6515 -2.1366
Si: 3.5489 5.0735 -2.1327
C: 5.2101 5.7993 -1.4255
C: 4.0723 4.6844 -3.9298
C: 2.6767 3.6977 -1.4090
H: 2.9680 7.5428 -2.5234
H: 2.1554 6.8652 -1.1064
H: 1.5502 6.4939 -2.7195
H: 5.5938 6.6627 -1.9845
H: 5.9877 5.0277 -1.4281
H: 5.0713 6.1109 -0.3843
H: 4.6112 5.5022 -4.4208
H: 3.2051 4.4275 -4.5429
H: 4.7333 3.8115 -3.9188
H: 2.1965 3.8180 -0.4355
H: 3.0466 2.6836 -1.5741

Computed properties:
- HOMO (alpha / beta) (eV) = 0.5 / -0.1
- total charge = -2
- <S²> = 0.781
- Kohn-Sham gap (alpha / beta) (eV) = 3.2 / 3.7
- 2S+1 = 2



No. 2
DFT (ωB97M-V/def2-TZVPD) results for one molecule with the formula C5H7NO3S in a non-equilibrium geometry.

Element x y z (Å)
C: 2.1768 -0.7182 -0.8748
C: 0.7108 -0.4118 -0.8844
C: 2.4433 -0.8657 0.4386
C: 0.3763 -0.3484 0.4192
C: -0.9095 0.3033 0.9930
N: -0.7454 1.7542 0.9812
O: -2.0427 0.4300 -1.3559
O: -2.4043 -1.6901 0.1827
O: 1.3739 -0.6593 1.2474
S: -2.5447 -0.2399 0.1400
H: 2.8067 -0.9997 -1.6468
H: 0.0574 -0.0120 -1.6718
H: 3.4755 -1.1293 0.9195
H: -1.1977 0.0567 2.0034
H: -1.2064 2.2813 0.1695
H: 0.1803 2.0270 1.0480
H: -2.5505 0.2219 -2.1088

Computed properties:
- HOMO (eV) = -8.7
- Kohn-Sham gap (eV) = 9.1



No. 3
DFT (ωB97M-V/def2-TZVPD) results for C31H74BBr2ClIN2O14P2 as an isolated structure in a non-equilibrium geometry.

Element x y z (Å)
C: -4.3244 1.5128 -1.6605
C: -2.8816 2.2014 -1.7351
C: -1.8091 1.6011 -2.7631
Br: -2.4753 -0.3030 -2.9800
C: -0.2587 1.7334 -2.3560
C: 0.4531 0.5604 -3.2686
C: 0.9829 -0.7413 -2.5382
O: 2.1575 -0.7867 -2.0629
Cl: 0.1422 -2.3665 -2.3625
C: 0.2029 1.2230 -0.8770
C: -0.4949 0.1654 0.1078
C: -1.0290 0.8636 1.4884
C: -2.3090 0.0897 2.1020
O: -2.0950 -1.3284 2.2727
C: -1.4297 -1.6241 3.5304
N: 1.3818 1.8552 -0.7295
Br: 2.3120 1.1256 0.7609
C: 1.8352 2.9517 -1.6803
P: 3.5724 2.7356 -2.3990
C: 4.3349 4.4398 -2.9067
O: 3.6273 1.9591 -3.9540
P: 2.3761 4.2538 -0.3372
N: 1.5877 4.2270 1.0368
O: 2.3517 5.8582 -0.8739
O: 4.0067 3.8897 0.1477
C: 0.4830 3.1880 -2.5520
B: 0.7861 3.5595 -4.1451
O: 0.0600 2.9014 -5.2375
O: 1.6786 4.5904 -4.5724
C: -0.3779 4.5498 -2.2880
I: -1.2397 4.8931 -0.3444
C: -1.4571 4.9602 -3.4196
C: -2.6742 5.9192 -2.8728
H: -4.3774 0.5865 -0.9731
H: -4.9992 2.2844 -1.1187
H: -4.8430 1.3508 -2.6678
H: -2.4501 2.1698 -0.6622
H: -3.0892 3.2827 -2.0534
H: -1.8924 2.0005 -3.8440
H: -0.1192 0.3751 -4.2568
H: 1.4634 0.9261 -3.7160
H: -1.4469 -0.2988 -0.3520
H: 0.1827 -0.7452 0.3265
H: -0.1775 0.6759 2.2502
H: -1.1643 1.9911 1.3957
H: -2.4918 0.5603 3.1361
H: -3.2029 0.2402 1.4106
H: -0.6902 -0.8033 3.8583
H: -0.8658 -2.6150 3.4000
H: -2.1645 -1.7920 4.4023
H: 4.9749 4.3442 -3.8470
H: 5.0655 4.7331 -2.0601
H: 3.5684 5.2618 -3.0313
H: 4.4648 1.4445 -3.9719
H: 2.2031 3.9677 1.8216
H: 1.6825 6.3422 -0.3385
H: 4.2166 4.4499 0.9416
H: -0.5617 3.5749 -5.6069
H: 2.2012 4.2739 -5.3521
H: 0.4259 5.3787 -2.4206
H: -2.0334 4.0936 -3.8886
H: -1.0324 5.6784 -4.2272
H: -3.4860 5.3560 -2.3193
H: -2.3008 6.8737 -2.3816
H: -3.1882 6.2756 -3.8529
C: 4.1681 1.5144 5.3739
C: 4.4508 2.4072 4.1817
O: 3.3550 3.2891 3.9597
H: 3.2573 0.9312 5.2091
H: 4.9988 0.8279 5.5534
H: 4.0054 2.1127 6.2748
H: 4.5914 1.8071 3.2794
H: 5.3544 3.0027 4.3447
H: 3.2422 3.8237 4.7617
C: -0.5310 3.8389 6.6576
C: 0.6433 4.1999 5.7699
O: 1.8683 3.9979 6.4686
H: -0.5256 4.4458 7.5665
H: -1.4776 3.9948 6.1349
H: -0.4710 2.7926 6.9722
H: 0.5915 5.2502 5.4760
H: 0.6507 3.5870 4.8627
H: 1.9112 3.0648 6.7179
C: 1.3868 -4.8476 -0.4699
C: 1.8378 -6.2914 -0.3754
O: 0.8016 -7.0956 0.1779
H: 1.1169 -4.4642 0.5180
H: 2.1761 -4.2189 -0.8890
H: 0.4968 -4.7615 -1.0993
H: 2.7138 -6.3768 0.2713
H: 2.0978 -6.6836 -1.3626
H: 0.0320 -7.0227 -0.4040
C: 2.6258 -10.7040 -0.6903
C: 2.9275 -9.7967 -1.8665
O: 1.8428 -8.9043 -2.0894
H: 1.7136 -11.2777 -0.8729
H: 3.4500 -11.3989 -0.5118
H: 2.4573 -10.1174 0.2175
H: 3.0736 -10.3843 -2.7752
H: 3.8343 -9.2099 -1.6852
H: 1.7250 -8.3805 -1.2832
C: 1.7223 -3.8187 6.9024
C: 2.0212 -2.9058 5.7301
O: 0.9318 -2.0152 5.5094
H: 0.8124 -4.3951 6.7173
H: 2.5488 -4.5110 7.0786
H: 1.5514 -3.2363 7.8126
H: 2.1697 -3.4896 4.8193
H: 2.9254 -2.3167 5.9142
H: 0.8119 -1.4960 6.3157
C: -9.4582 1.1589 -0.3867
C: -8.2818 1.5065 -1.2770
O: -7.0573 1.2810 -0.5857
H: -9.4392 1.7601 0.5258
H: -10.4043 1.3331 -0.9044
H: -9.4137 0.1101 -0.0788
H: -8.3180 2.5594 -1.5644
H: -8.2883 0.8992 -2.1878
H: -7.0283 0.3460 -0.3424
C: 0.0539 -5.4607 -5.1368
C: -1.4531 -5.4702 -5.2993
O: -2.0837 -5.6020 -4.0304
H: 0.3940 -6.3814 -4.6553
H: 0.5503 -5.3650 -6.1055
H: 0.3686 -4.6310 -4.4963
H: -1.7654 -6.3118 -5.9206
H: -1.8016 -4.5452 -5.7703
H: -1.8103 -4.8494 -3.4898

Computed properties:
- HOMO (eV) = -11.1
- total charge = +1
- Kohn-Sham gap (eV) = 7.3



No. 4
DFT (ωB97M-V/def2-TZVPD) results for an isolated ion of composition C4H9N2 and charge +1 in a non-equilibrium geometry.

Element x y z (Å)
C: -2.3531 -1.0186 0.2425
C: -1.2992 1.2533 -0.5219
C: 1.9085 0.6641 -0.0611
C: 0.8713 -0.3860 0.2502
N: -0.2318 -0.0238 -0.5927
N: -1.5653 -0.1113 -0.1721
H: -1.9287 -1.8805 0.7951
H: -3.4414 -0.8288 0.4515
H: -1.3105 2.0403 0.2190
H: -1.4276 1.3888 -1.5975
H: 2.9122 0.2386 -0.1427
H: 1.6876 0.9601 -1.0224
H: 1.8666 1.5569 0.6104
H: 1.1888 -1.3041 -0.2519
H: 0.7973 -0.5598 1.2540

Computed properties:
- HOMO (eV) = -15.2
- total charge = +1
- SMILES = C=[N+]1CN1CC
- Kohn-Sham gap (eV) = 10.1



No. 5
DFT (ωB97M-V/def2-TZVPD) results for C42H31FFeN5O4P as an isolated structure.

Element x y z (Å)
Fe: -0.2003 0.3062 -0.2638
C: -1.0412 0.4352 -4.6803
C: -0.7235 0.8241 -3.3675
N: -1.0090 0.0888 -2.3140
C: -1.6217 -1.1088 -2.4990
C: -1.9332 -1.6007 -3.7738
C: -1.6356 -0.7772 -4.8827
C: -2.5020 -2.8939 -3.8945
C: -2.7214 -3.6570 -2.7801
C: -2.4404 -3.1612 -1.4963
C: -1.9384 -1.8782 -1.3237
N: -1.6118 -1.2599 -0.1497
C: -2.0673 -1.6063 1.0910
C: -3.1972 -2.3512 1.4065
C: -3.5360 -2.6111 2.7447
C: -2.7673 -2.1376 3.7734
C: -1.6387 -1.3226 3.5030
C: -0.8176 -0.7656 4.5097
C: 0.2244 0.0430 4.1582
C: 0.4397 0.3241 2.7975
N: -0.2990 -0.1970 1.8388
C: -1.3157 -1.0307 2.1720
H: -0.7963 1.0912 -5.5030
H: -0.2193 1.7661 -3.1815
H: -1.8763 -1.1210 -5.8811
H: -2.7287 -3.2783 -4.8806
H: -3.1100 -4.6610 -2.8810
H: -2.5684 -3.8073 -0.6418
H: -3.8518 -2.6968 0.6214
H: -4.4219 -3.1934 2.9582
H: -3.0233 -2.3572 4.8019
H: -1.0266 -0.9860 5.5494
H: 0.8722 0.4874 4.8998
H: 1.2279 0.9949 2.4811
F: 4.5150 4.7258 -1.6574
C: 4.5952 3.7274 -0.7739
C: 4.2467 2.4834 -1.0966
N: 4.3471 1.4351 -0.2032
C: 3.7444 0.1641 -0.5475
C: 2.2345 0.2376 -0.4997
O: 1.5357 -0.6127 -1.1155
O: 1.6851 1.1487 0.1977
C: 4.7503 1.6361 1.1043
O: 4.7647 0.7580 1.9378
N: 5.1454 2.9310 1.3849
C: 5.0892 4.0559 0.5639
O: 5.4108 5.1511 0.9480
H: 3.8838 2.2393 -2.0867
H: 4.0602 -0.5639 0.1994
H: 4.0822 -0.1786 -1.5245
H: 5.4702 3.0867 2.3288
C: -0.6422 4.2924 4.1415
C: -0.0201 4.8276 3.0248
C: -0.2781 4.3065 1.7623
C: -1.1527 3.2361 1.6128
C: -1.7770 2.7030 2.7425
C: -1.5291 3.2321 3.9975
P: -1.4857 2.4150 0.0191
C: -3.2944 2.4240 -0.0902
C: -3.9477 1.3230 -0.6350
C: -5.3316 1.3157 -0.7526
C: -6.0661 2.4084 -0.3195
C: -5.4212 3.5107 0.2300
C: -4.0413 3.5200 0.3452
C: -0.9212 3.5543 -1.2818
C: 0.4570 3.7099 -1.4673
C: 0.9393 4.4958 -2.5029
C: 0.0529 5.1130 -3.3783
C: -1.3131 4.9538 -3.2053
C: -1.8009 4.1819 -2.1577
H: -0.4457 4.7063 5.1217
H: 0.6626 5.6606 3.1287
H: 0.2023 4.7493 0.9004
H: -2.4734 1.8763 2.6397
H: -2.0275 2.8184 4.8648
H: -3.3715 0.4687 -0.9676
H: -5.8339 0.4569 -1.1786
H: -7.1447 2.4032 -0.4062
H: -5.9964 4.3622 0.5684
H: -3.5409 4.3766 0.7811
H: 1.1539 3.2142 -0.8007
H: 2.0058 4.6351 -2.6222
H: 0.4294 5.7235 -4.1884
H: -2.0053 5.4371 -3.8822
H: -2.8700 4.0672 -2.0320

Computed properties:
- HOMO (alpha / beta) (eV) = -10.6 / -10.8
- total charge = +1
- <S²> = 8.829
- Kohn-Sham gap (alpha / beta) (eV) = 7.5 / 5.9
- 2S+1 = 6



No. 6
DFT (ωB97M-V/def2-TZVPD) results for C34H33ClI3N6O11RbS as an isolated structure.

Element x y z (Å)
Rb: 0.1707 -0.3356 -2.5795
O: 0.3944 4.4417 -3.2388
C: 1.0181 3.2505 -3.1121
O: 1.3370 2.7903 -2.0496
C: 1.2768 2.6350 -4.4623
O: 1.9092 1.4088 -4.2904
C: 2.3386 0.8291 -5.5193
C: 2.7758 -0.6379 -5.2643
O: 3.8846 -0.9537 -5.7311
O: 1.9369 -1.3194 -4.6308
H: 0.0992 4.6756 -2.3474
H: 1.8883 3.3412 -5.0448
H: 0.3080 2.5362 -4.9702
H: 3.1674 1.4152 -5.9303
H: 1.5042 0.8264 -6.2356
I: -7.5800 2.5945 -2.2661
C: -5.4976 2.4068 -2.3805
C: -4.9051 1.9781 -3.5575
C: -3.5289 1.8656 -3.6159
I: -2.6140 1.1896 -5.3684
C: -2.6633 2.1649 -2.5242
O: -1.3990 2.0565 -2.5769
C: -3.3353 2.5972 -1.3327
C: -2.4814 2.9379 -0.1369
N: -1.5720 1.8971 0.3394
C: -2.2363 0.6148 0.5128
C: -1.3114 -0.4412 1.0582
C: -1.8008 -1.4707 1.8561
C: -0.9497 -2.4921 2.2334
C: 0.3678 -2.4527 1.8085
C: 0.7725 -1.3808 1.0300
N: -0.0369 -0.3819 0.6716
C: -4.7089 2.7058 -1.2740
H: -5.5071 1.7285 -4.4207
H: -3.1421 3.2269 0.6897
H: -1.8580 3.8071 -0.3708
H: -0.8447 1.7830 -0.3627
H: -2.6542 0.2186 -0.4260
H: -3.0912 0.7419 1.1867
H: -2.8470 -1.4873 2.1348
H: -1.3187 -3.3192 2.8264
H: 1.0672 -3.2444 2.0434
H: 1.7859 -1.3308 0.6512
H: -5.1745 3.0283 -0.3482
Cl: 1.2114 -7.9111 -0.8088
C: 0.5542 -6.2827 -0.8830
C: -0.7500 -6.0729 -0.5377
C: -1.3113 -4.7962 -0.6095
I: -3.3221 -4.5379 -0.1052
C: -0.6101 -3.6434 -1.0358
O: -1.1115 -2.5044 -1.1673
C: 0.8196 -3.9001 -1.3314
N: 1.5551 -2.8186 -1.6663
C: 2.8038 -2.9756 -2.0247
C: 3.4351 -4.2297 -2.0757
C: 2.7253 -5.3363 -1.6954
C: 1.3742 -5.2030 -1.2991
H: -1.3578 -6.9094 -0.2178
H: 3.3404 -2.0842 -2.3307
H: 4.4602 -4.3042 -2.4130
H: 3.1764 -6.3200 -1.7074
C: -2.7656 3.0150 4.1728
C: -1.7744 1.9685 3.6983
S: -0.7927 1.3568 5.0455
O: -0.1700 2.4789 5.7168
O: -1.5971 0.4461 5.8227
C: 0.4868 0.4266 4.2213
C: 1.6788 1.3232 3.9058
N: 2.6420 0.6910 3.0108
C: 2.8559 1.0568 1.7191
N: 3.7892 0.3103 1.1460
C: 4.1904 -0.5825 2.0735
C: 3.5087 -0.3642 3.2412
N: 3.6952 -1.0127 4.4851
O: 4.4909 -1.9361 4.5214
O: 3.0693 -0.6081 5.4588
C: 2.1180 2.1509 1.0375
H: -3.3483 3.3678 3.3237
H: -2.2495 3.8640 4.6202
H: -3.4514 2.5967 4.9099
H: -1.1051 2.3492 2.9244
H: -2.2681 1.0889 3.2853
H: 0.0435 -0.0080 3.3235
H: 0.7594 -0.3773 4.9022
H: 2.1712 1.6177 4.8269
H: 1.3492 2.2280 3.4001
H: 4.9451 -1.3280 1.8893
H: 2.3216 3.1207 1.4983
H: 1.0420 1.9642 1.0581
H: 2.4274 2.1802 -0.0042

Computed properties:
- HOMO (eV) = -2.5
- total charge = -2
- Kohn-Sham gap (eV) = 5.4



No. 7
DFT (ωB97M-V/def2-TZVPD) results for one molecule with the formula C24H23N3O6.

Element x y z (Å)
C: 1.6049 0.1167 8.3321
H: 2.4830 0.5790 7.8693
O: 1.0540 -0.8842 7.5117
C: 0.5841 -0.5339 6.2827
C: 0.6066 0.7526 5.7555
C: 0.1054 0.9871 4.4878
C: -0.4260 -0.0446 3.7244
C: -0.4567 -1.3319 4.2545
C: 0.0446 -1.5677 5.5154
H: 0.0291 -2.5603 5.9359
H: -0.8700 -2.1381 3.6734
N: -0.8912 0.2649 2.4374
C: -1.3490 -0.5734 1.4750
O: -1.5344 -1.7630 1.6108
C: -1.6474 0.1503 0.1625
H: -0.9385 0.9619 -0.0085
H: -2.6569 0.5681 0.2135
C: -1.6075 -0.8307 -1.0125
N: -0.2820 -1.1784 -1.4435
C: -0.0524 -0.8523 -2.7363
O: 0.9493 -1.0665 -3.3693
N: -1.2242 -0.2291 -3.2181
C: -2.2008 -0.1838 -2.2602
O: -3.2950 0.3092 -2.3530
C: -1.3574 0.2590 -4.5425
C: -2.5622 0.1230 -5.2143
C: -2.6657 0.6099 -6.5074
C: -1.5867 1.2025 -7.1277
C: -0.3714 1.3290 -6.4519
C: -0.2638 0.8680 -5.1458
H: 0.6573 0.9524 -4.5957
O: 0.6386 1.9177 -7.1437
C: 1.9026 2.0201 -6.5306
H: 1.8712 2.6767 -5.6551
H: 2.5592 2.4554 -7.2823
H: 2.2861 1.0389 -6.2354
H: -1.6536 1.5746 -8.1374
H: -3.6009 0.5143 -7.0374
H: -3.4045 -0.3442 -4.7327
C: 0.6617 -1.9317 -0.6568
C: 1.3308 -1.1041 0.3965
C: 1.8204 -1.4447 1.6224
C: 2.3807 -0.2634 2.1680
C: 2.1880 0.7050 1.2353
O: 1.5554 0.2057 0.1561
H: 2.4444 1.7456 1.2118
H: 2.8492 -0.1576 3.1243
H: 1.7778 -2.4088 2.0833
H: 0.1540 -2.7709 -0.1716
H: 1.4105 -2.3140 -1.3616
H: -2.1750 -1.7271 -0.7233
H: -0.7979 1.2409 2.1913
H: 0.1347 1.9911 4.0874
H: 1.0116 1.5800 6.3160
H: 1.9064 -0.3870 9.2491
H: 0.8694 0.8916 8.5714

Computed properties:
- HOMO (eV) = -8.2
- SMILES = COc1ccc(NC(=O)C[C@H]2C(=O)N(c3cccc(OC)c3)C(=O)N2Cc2ccco2)cc1
- Kohn-Sham gap (eV) = 8.7



No. 8
DFT (ωB97M-V/def2-TZVPD) results for a 11-piece molecular cluster, C2H25NO12 overall in a non-equilibrium geometry.

Element x y z (Å)
O: -0.8146 0.5672 0.9895
C: -0.8832 -0.5818 0.5450
N: -2.0130 -0.8208 -0.1756
C: -2.9887 0.2276 -0.4142
O: -2.6363 1.0432 -1.5076
H: -0.1256 -1.3404 0.6870
H: -1.9519 -1.5740 -0.8454
H: -3.8518 -0.3789 -0.8005
H: -3.3781 0.8488 0.3885
H: -1.7797 1.4762 -1.2471
H: 2.1534 1.2212 2.1055
H: 2.8965 2.4851 1.3180
O: 2.7752 1.5621 1.4580
H: 1.2564 1.0984 -1.4196
H: 0.6486 2.1698 -2.4374
O: 0.8560 1.9505 -1.5351
H: 0.4320 0.7381 3.9332
H: 0.0673 1.2405 2.4487
O: 0.7065 1.2752 3.1968
H: -1.4898 0.9678 -3.3548
H: -0.7666 1.7075 -4.5264
O: -0.6305 1.2316 -3.7085
H: -0.1182 2.6074 -0.2234
H: -1.0374 2.5720 0.9053
O: -1.0434 2.7647 -0.0341
H: 0.5176 -1.8582 -2.4707
H: 0.0581 -0.5875 -3.0632
O: -0.1516 -1.1441 -2.3125
H: 4.5429 -0.3728 -1.1506
H: 3.6464 0.5220 -0.1922
O: 3.6803 0.0112 -0.9957
H: 1.4856 -3.1056 1.0974
H: 0.8234 -4.2660 1.9562
O: 0.6600 -3.4975 1.4196
H: -1.8978 -2.9503 2.2796
H: -1.0799 -3.1136 3.4741
O: -1.7154 -2.5049 3.1146
H: 1.5665 -1.5066 -0.4032
H: 3.0481 -1.3651 0.0386
O: 2.2406 -1.9338 0.1486

Computed properties:
- HOMO (eV) = -9.5
- SMILES = O=CNCO.O.O.O.O.O.O.O.O.O.O
- Kohn-Sham gap (eV) = 9.7



| no. | calculated total energy (Eh) |
| --- | --- |
| 1 | -2351.282826 |
| 2 | -873.296367 |
| 3 | -9001.452319 |
| 4 | -266.905425 |
| 5 | -3898.746299 |
| 6 | -4247.296483 |
| 7 | -1544.111710 |
| 8 | -1048.829694 |